[1]
C23H45Cl3N2O4PSiTi as an isolated structure, computed with ωB97M-V/def2-TZVPD.

highest occupied orbital energy (spin up / spin down): -5.996 / -8.073 eV
2S+1: 2
orbital gap (spin up / spin down): 6.24 / 8.31 eV
energy: -4174.9546 a.u.

Geometry as XYZ:
```
80
Properties=species:S:1:pos:R:3:mulliken_spin:R:1
Ti -0.508 1.906 1.967 0.967
Cl -1.107 -0.128 1.623 0.004
Cl -2.633 2.404 1.309 0.015
Cl 0.965 2.370 0.356 -0.011
P 0.447 0.179 4.505 -0.004
Si -0.742 0.925 -3.312 0.000
O -0.854 -0.501 -2.582 0.000
O -0.339 3.405 3.229 0.007
O 2.625 -0.304 1.195 0.000
O 0.664 1.098 3.232 -0.019
N 2.828 -1.617 -0.711 0.000
N -0.093 5.588 2.748 0.017
C -0.494 -3.550 -3.253 0.000
C -1.396 -2.268 -0.753 -0.002
C -1.978 0.854 -4.750 0.000
C -1.657 -1.650 -2.178 0.002
C 3.280 -2.903 -1.222 0.000
C -0.118 -2.682 -0.359 0.004
C -0.072 -4.285 -4.470 0.000
C 2.632 -1.398 0.628 0.001
C 1.019 1.426 -3.696 0.000
C -0.813 4.490 2.745 0.009
C -1.503 -2.687 -3.254 0.000
C -0.946 -4.134 1.375 -0.002
C 2.106 0.531 5.064 0.004
C -2.207 -3.534 1.184 0.000
C -0.720 6.885 2.507 -0.001
C -0.979 0.746 5.398 0.007
C -1.367 2.429 -2.388 0.000
C -2.438 -2.633 0.126 -0.002
C 1.320 5.443 3.134 -0.003
C 2.898 -0.502 -1.635 0.000
C 0.249 -1.533 4.039 0.009
C -2.169 -2.297 -4.550 0.000
C 0.109 -3.699 0.574 0.001
H 0.537 -3.729 -5.210 0.000
H 1.708 0.581 -3.842 0.000
H -1.843 4.566 2.373 -0.004
H 0.985 -1.782 3.275 0.001
H -2.580 -3.195 -5.023 0.000
H 1.743 6.440 3.164 0.000
H -1.457 -1.838 -5.261 0.000
H 4.349 -2.890 -1.464 0.000
H 1.084 2.079 -4.576 0.000
H -0.648 2.932 -1.746 0.000
H 2.455 -2.328 1.208 0.000
H 2.184 1.627 5.176 -0.002
H -1.078 0.177 6.337 0.000
H 2.737 -3.157 -2.142 0.000
H -0.894 1.811 5.674 -0.002
H -0.748 -1.697 3.622 -0.001
H 1.399 4.955 4.118 0.002
H -2.705 -1.363 -2.185 0.002
H 2.888 0.435 -1.089 0.000
H -1.223 7.250 3.419 0.000
H 2.768 0.262 4.219 0.000
H 1.835 4.810 2.392 0.000
H 2.029 -0.525 -2.300 0.000
H 1.089 -4.164 0.670 0.000
H -3.000 -3.774 1.891 0.000
H 3.107 -3.691 -0.478 0.000
H 1.417 2.053 -2.879 0.000
H -2.232 2.178 -1.769 0.001
H -2.945 -1.541 -4.394 0.000
H 0.490 -5.160 -4.136 0.000
H -1.482 6.751 1.728 0.000
H -1.564 0.214 -5.534 0.000
H 0.048 7.599 2.198 0.000
H -1.682 3.149 -3.143 0.000
H -2.869 0.417 -4.287 0.000
H 0.177 -3.665 -2.381 0.000
H -0.782 -4.877 2.149 0.000
H 3.797 -0.571 -2.255 0.000
H 0.378 -2.146 4.935 0.000
H -2.261 1.828 -5.187 0.000
H 2.457 0.037 5.970 0.000
H -1.014 -4.566 -4.966 0.000
H 0.717 -2.252 -0.915 -0.003
H -1.930 0.611 4.839 0.000
H -3.451 -2.224 -0.022 0.000
```

[2]
A 10-piece molecular cluster, C23H45F2N5O22S3 overall, computed with ωB97M-V/def2-TZVPD.

highest occupied orbital energy (spin up / spin down): -1.957 / -5.540 eV
2S+1: 2
total charge: -1
orbital gap (spin up / spin down): 3.22 / 6.80 eV
energy: -4226.1262 a.u.

Geometry as XYZ:
```
100
Properties=species:S:1:pos:R:3:mulliken_spin:R:1
S -18.301 -1.570 26.387 0.033
S -13.110 -10.520 27.424 0.003
S -9.000 -0.168 25.472 0.000
F -8.415 -4.638 26.515 0.000
F -15.332 -6.316 24.308 -0.004
O -12.683 -10.080 28.718 0.000
O -13.955 -3.207 25.129 0.003
O -13.753 1.265 27.039 0.000
O -16.021 -4.140 28.011 0.160
O -9.319 -0.923 24.250 0.000
O -17.632 -2.549 25.507 -0.016
O -8.585 -6.137 24.891 0.000
O -15.609 1.541 24.017 0.000
O -7.949 0.819 25.447 0.000
O -13.817 -5.274 25.683 -0.003
O -20.384 -5.336 23.761 0.001
O -17.615 -3.839 22.161 0.000
O -12.182 -3.773 26.346 0.001
O -7.859 -8.291 24.628 0.000
O -17.839 -5.313 28.029 0.266
O -20.396 -5.525 25.862 0.000
O -17.686 1.506 24.636 0.000
O -13.439 -11.909 27.249 0.000
O -15.225 1.023 28.685 0.000
O -9.066 -7.594 26.354 0.000
O -17.574 -0.417 26.955 -0.004
O -18.797 -2.207 23.002 -0.001
N -14.534 0.605 27.756 0.000
N -18.549 -3.051 22.136 0.001
N -16.722 1.140 23.943 0.000
N -19.813 -5.635 24.785 0.001
N -16.962 -4.692 28.609 0.552
C -8.321 -7.384 25.328 0.000
C -18.526 -6.279 24.678 -0.034
C -11.821 -10.022 26.172 0.001
C -12.705 -9.936 24.920 0.000
C -15.019 -5.190 25.025 -0.017
C -16.916 -4.771 30.080 0.007
C -13.951 -8.996 25.247 -0.002
C -10.657 0.407 26.380 0.000
C -14.654 -0.862 27.487 -0.015
C -10.541 -0.145 27.793 0.000
C -20.870 -0.925 26.863 -0.001
C -14.814 -3.912 24.225 0.013
C -19.187 -2.299 27.805 -0.020
C -16.940 -0.006 23.021 0.000
C -9.322 -5.372 25.820 0.000
C -20.228 -1.292 28.106 0.002
C -10.045 -6.577 26.509 -0.001
C -9.818 -1.543 27.594 0.001
C -14.435 -9.498 26.604 -0.010
C -13.284 -4.113 25.835 0.011
C -19.569 -3.047 21.012 0.000
C -8.545 -1.311 26.767 0.000
C -19.869 -0.998 25.676 -0.001
H -9.964 -4.718 25.230 0.000
H -15.878 -4.899 25.629 -0.007
H -10.706 1.490 26.264 0.000
H -15.681 -3.265 24.088 0.001
H -9.498 -1.925 28.563 0.000
H -14.648 -8.807 24.430 -0.001
H -12.134 -9.467 24.118 0.000
H -11.450 -0.300 28.374 0.000
H -19.576 -3.267 27.487 0.007
H -20.055 -1.838 25.008 0.000
H -11.469 -0.135 25.895 0.000
H -14.255 -3.954 23.291 0.001
H -13.495 -8.033 25.478 0.000
H -19.824 -0.281 24.856 0.000
H -18.002 -0.061 22.782 0.000
H -15.620 -1.265 27.790 0.014
H -17.763 -5.293 30.525 0.000
H -19.187 -2.431 20.198 0.000
H -17.098 -3.766 30.460 0.017
H -15.302 -10.147 26.480 0.000
H -21.689 -1.626 26.701 0.000
H -16.510 0.021 22.020 0.000
H -15.996 -5.103 30.561 -0.016
H -21.474 -0.018 26.861 0.000
H -9.960 0.713 28.132 0.000
H -10.146 -6.295 27.557 0.000
H -10.413 -2.209 26.970 0.000
H -12.891 -10.959 24.594 0.000
H -17.819 -6.153 25.499 0.036
H -11.050 -6.719 26.110 0.001
H -11.291 -9.135 26.520 0.000
H -10.914 -10.623 26.240 0.000
H -16.503 -0.913 23.439 0.000
H -14.648 -8.662 27.271 0.016
H -19.940 -0.363 28.599 0.000
H -13.842 -1.308 28.061 -0.002
H -18.458 -7.189 24.083 -0.002
H -19.674 -4.063 20.633 0.000
H -7.851 -0.701 27.345 0.000
H -18.468 -2.589 28.571 0.007
H -20.939 -1.798 28.758 0.000
H -20.409 -2.505 21.448 0.000
H -7.828 -2.079 26.474 0.000
H -18.001 -5.509 24.112 0.000
H -14.582 -0.945 26.402 -0.001
```

[3]
A 2-piece molecular cluster, C23H45NO8S overall, computed with ωB97M-V/def2-TZVPD.

highest occupied orbital energy: -9.184 eV
SMILES: CCCCN[C@@]1(CCCCCCCCCCCCOC)COS(=O)(=O)O1.C[C@@H]1COC(=O)O1
orbital gap: 9.49 eV
energy: -1958.1193 a.u.

Geometry as XYZ:
```
78
Properties=species:S:1:pos:R:3:lowdin_charge:R:1
S 0.853 1.220 -2.014 0.585
O -2.945 6.827 -1.015 0.089
O 2.133 0.674 -2.288 -0.209
O -1.904 5.164 0.041 0.045
O -3.715 6.118 0.980 0.172
O 3.429 -3.864 -1.609 -0.150
O 0.397 0.769 -0.565 -0.145
O -0.198 1.048 -2.942 -0.200
O 0.954 2.769 -1.665 -0.187
N 1.857 1.089 1.329 0.026
C -2.378 -3.976 0.635 -0.204
C 1.376 2.885 -0.290 -0.085
C 4.247 -3.252 -0.636 -0.172
C -1.369 5.201 -1.294 -0.093
C 1.344 -4.511 -0.504 -0.170
C -1.730 6.597 -1.752 -0.323
C 4.964 -2.709 1.453 -0.177
C -1.961 6.742 -3.234 -0.019
C 3.510 -0.640 1.908 -0.164
C -2.935 6.047 0.090 -0.561
C -1.757 2.002 0.676 -0.173
C -3.974 -1.001 -0.301 -0.217
C 3.628 -2.171 1.993 -0.220
C 0.809 1.652 0.467 -0.466
C -0.178 -4.333 -0.612 -0.211
C -0.879 -4.312 0.740 -0.215
C -2.330 0.590 0.850 -0.209
C 2.058 -3.570 -1.465 -0.236
C 2.483 -0.152 0.876 -0.207
C -3.701 0.410 0.198 -0.203
C -2.701 -2.624 1.260 -0.217
C -0.379 2.045 1.357 -0.092
C -4.053 -2.048 0.806 -0.202
H -3.760 1.091 -0.655 0.110
H 3.173 -0.253 2.871 0.107
H 4.850 -3.710 1.042 0.057
H 2.554 1.788 1.539 0.120
H -0.385 -3.379 -1.108 0.111
H 1.904 -2.530 -1.155 0.115
H -1.899 -1.938 0.979 0.083
H 5.705 -2.772 2.248 0.090
H -0.302 5.015 -1.281 0.117
H -2.167 7.780 -3.494 0.087
H -1.617 -0.105 0.405 0.093
H -2.819 6.146 -3.545 0.094
H 4.587 -2.267 -0.963 0.111
H 1.723 -0.909 0.709 0.111
H -1.863 4.429 -1.890 0.144
H 1.614 -5.521 -0.808 0.119
H -4.949 -0.976 -0.795 0.106
H -4.507 0.705 0.872 0.116
H -1.716 2.222 -0.390 0.105
H 1.042 3.838 0.105 0.124
H -2.406 0.395 1.921 0.122
H 1.668 -4.338 0.522 0.098
H 2.467 2.913 -0.289 0.135
H 3.721 -3.138 0.317 0.019
H -4.696 -2.869 0.488 0.106
H -0.990 7.323 -1.404 0.159
H 4.472 -0.178 1.691 0.112
H 2.789 -2.661 1.506 0.080
H -0.606 -5.115 -1.240 0.117
H -2.966 -4.763 1.103 0.110
H 3.002 -0.023 -0.081 0.107
H -4.541 -1.587 1.667 0.108
H 1.608 -3.680 -2.452 0.129
H 3.586 -2.432 3.050 0.109
H -3.259 -1.279 -1.079 0.116
H -2.684 -2.690 2.349 0.115
H -0.391 1.319 2.167 0.116
H -1.081 6.415 -3.789 0.092
H 5.372 -2.057 0.683 0.077
H -0.151 3.004 1.818 0.122
H -0.718 -5.259 1.256 0.112
H -2.629 -3.903 -0.424 0.108
H -2.416 2.703 1.184 0.117
H -0.379 -3.546 1.339 0.103
H 5.106 -3.895 -0.464 0.103
```

[4]
A 3-piece molecular cluster, C23H46BFINO8PS overall, computed with ωB97M-V/def2-TZVPD.

highest occupied orbital energy: -11.207 eV
total charge: +1
orbital gap: 5.96 eV
energy: -2722.1211 a.u.

Geometry as XYZ:
```
83
Properties=species:S:1:pos:R:3:lowdin_charge:R:1
I 2.550 -2.337 -3.679 1.097
S 5.520 -0.672 1.336 0.762
P 0.984 -3.886 1.783 0.826
F 4.945 0.451 2.396 -0.157
O -0.355 -3.236 1.829 -0.354
O 6.358 -1.607 2.069 -0.207
O 6.209 -1.330 -2.045 -0.162
O -4.571 -2.863 0.357 -0.180
O -1.243 5.786 -1.395 -0.178
O 6.376 0.069 0.430 -0.243
O 4.146 -3.287 3.508 0.102
O 6.930 -0.595 -2.969 0.001
N 2.134 -2.968 0.771 -0.059
C -5.924 -2.685 -0.039 -0.278
C 3.194 -2.252 1.330 -0.038
C -0.436 -2.737 -1.819 -0.184
C 1.896 -2.995 -0.617 -0.179
C -0.894 -1.647 -0.773 -0.185
C 3.967 -1.499 -0.992 -0.086
C -2.199 6.301 -2.311 -0.279
C -5.007 -4.379 2.245 -0.078
C -1.132 -0.285 -1.589 -0.190
C -0.127 1.997 -0.666 -0.237
C -6.598 -1.495 0.620 -0.078
C -0.448 7.949 -0.539 -0.079
C 0.711 -3.724 -1.288 -0.187
C 4.918 -0.706 -1.917 -0.205
C 2.873 -1.027 3.898 -0.140
C 1.737 -0.118 3.262 -0.102
C -0.107 6.600 -1.146 -0.285
C -0.734 1.732 0.765 -0.104
C 4.155 -1.516 0.490 -0.085
C 0.108 0.694 -1.532 -0.213
C -4.348 -3.108 1.738 -0.282
C 2.824 -2.278 -1.529 -0.430
C -1.643 6.525 -3.706 -0.080
B 3.420 -2.193 2.963 -0.441
H 0.463 8.484 -0.264 0.078
H -0.147 -1.409 0.025 0.079
H -1.359 2.622 1.049 0.080
H 1.038 0.147 -1.197 0.087
H 0.189 -4.486 -0.662 0.086
H -1.329 -3.409 -1.987 0.132
H 0.337 1.059 -2.579 0.108
H 0.882 2.488 -0.522 0.105
H -4.653 -2.241 2.333 0.110
H 0.485 6.716 -2.059 0.107
H -5.905 -2.525 -1.120 0.118
H 0.957 0.035 4.061 0.092
H 1.513 -4.202 3.060 0.052
H 2.138 0.914 3.055 0.084
H 3.758 -0.464 4.294 0.123
H 0.515 6.044 -0.441 0.114
H -6.493 -3.605 0.129 0.109
H 1.290 -0.547 2.327 0.056
H -0.207 -2.285 -2.812 0.045
H 0.047 1.627 1.569 0.053
H -3.265 -3.201 1.859 0.099
H -6.005 -0.589 0.479 0.081
H -2.442 6.809 -4.393 0.079
H -6.715 -1.645 1.695 0.068
H -0.895 7.321 -3.718 0.067
H -2.651 7.215 -1.914 0.108
H 0.826 -5.146 1.116 0.058
H -2.008 0.237 -1.110 0.107
H -6.096 -4.303 2.221 0.069
H -4.710 -4.577 3.276 0.078
H -1.400 -0.522 -2.659 0.110
H -2.998 5.558 -2.365 0.117
H 3.507 -3.718 4.113 0.110
H -1.390 0.826 0.833 0.064
H -1.069 7.826 0.352 0.083
H -4.725 -5.233 1.625 0.082
H 1.066 -4.285 -2.202 0.092
H 7.635 -0.174 -2.437 0.129
H 5.043 0.317 -1.446 0.139
H -1.877 -1.907 -0.306 0.105
H -7.591 -1.338 0.196 0.080
H -1.003 8.576 -1.240 0.068
H 4.540 -0.519 -2.951 0.074
H 2.411 -1.537 4.800 0.126
H -0.732 2.750 -1.249 0.107
H -1.162 5.618 -4.080 0.080
```

[5]
A 3-piece molecular cluster, C23H46Br2N2O3Si overall, computed with ωB97M-V/def2-TZVPD.

highest occupied orbital energy (spin up / spin down): -8.540 / -8.695 eV
2S+1: 3
energy above the lowest of the compared OMol25 structures with the same formula, charge and spin: 0.0 kJ/mol
orbital gap (spin up / spin down): 9.20 / 8.86 eV
energy: -6676.5478 a.u.

Geometry as XYZ:
```
77
Properties=species:S:1:pos:R:3:mulliken_spin:R:1
Br 5.107 1.676 -2.662 0.000
Br 2.998 4.161 -3.072 0.000
Si 1.366 3.317 -0.442 0.000
O -3.947 0.834 -2.158 0.563
O 3.803 -0.410 2.400 0.547
O 0.185 0.742 -2.142 0.000
N -4.607 0.359 -3.151 0.364
N 4.649 -1.223 2.917 0.377
C 4.619 -0.544 5.339 0.021
C 3.965 -2.510 3.246 0.029
C -5.253 1.480 -3.900 0.025
C -0.604 1.430 -1.196 -0.001
C -4.256 2.613 -4.115 -0.007
C -6.804 -0.244 -2.083 0.022
C 4.974 -3.656 3.449 0.013
C 5.694 0.910 3.667 -0.014
C -6.479 2.001 -3.155 0.023
C -5.489 -0.756 -2.692 0.014
C -5.756 -1.736 -3.872 0.018
C 0.239 1.872 -0.028 0.000
C 3.091 -2.954 2.078 -0.007
C -4.800 -1.599 -1.623 -0.009
C 2.798 2.929 -1.601 0.000
C -5.679 1.047 -5.316 0.014
C 6.797 -1.213 4.187 0.016
C 3.116 -2.372 4.507 0.022
C -7.480 0.892 -2.847 -0.019
C 3.639 1.962 -1.476 -0.002
C 3.536 0.965 -0.371 -0.009
C 3.925 -1.858 5.693 -0.018
C 5.401 -0.547 4.016 0.016
H -0.396 0.215 -2.703 0.001
H -1.053 2.329 -1.605 0.000
H -0.466 2.249 0.706 0.000
H -7.498 -1.080 -1.981 0.003
H 5.595 -3.542 4.335 0.000
H -1.391 0.780 -0.843 0.003
H -7.942 0.517 -3.764 -0.001
H -5.409 -2.479 -1.417 0.001
H -6.489 0.321 -5.328 0.000
H 7.025 -1.424 5.233 0.000
H 5.630 -3.757 2.583 -0.007
H 5.290 -0.255 6.149 0.002
H 6.182 0.992 2.695 -0.001
H -3.968 3.094 -3.182 0.000
H -3.351 2.251 -4.607 0.000
H 0.529 4.313 -1.144 0.000
H 3.850 0.234 5.292 0.003
H -6.039 1.912 -5.873 0.000
H 0.729 1.037 0.448 0.000
H 4.657 -2.602 6.018 -0.001
H 3.672 -3.015 1.156 0.000
H 2.681 -3.942 2.282 0.000
H 6.901 -2.139 3.631 -0.012
H -3.817 -1.935 -1.957 -0.002
H 1.855 3.973 0.788 0.000
H 4.259 0.183 -0.490 0.006
H -6.169 2.474 -2.218 0.001
H -6.959 2.782 -3.748 0.000
H 6.362 1.328 4.420 0.000
H -6.606 0.111 -1.067 0.002
H -4.836 0.627 -5.866 -0.008
H -6.813 -1.992 -3.959 -0.001
H -5.427 -1.350 -4.832 -0.011
H 2.669 -3.338 4.751 0.000
H -4.701 3.377 -4.751 0.000
H 2.578 0.485 -0.462 0.004
H 3.261 -1.697 6.544 0.002
H 4.441 -4.599 3.572 0.000
H -4.675 -1.059 -0.686 0.002
H 4.794 1.522 3.649 0.005
H 3.667 1.437 0.590 0.003
H 7.588 -0.570 3.802 0.001
H -5.201 -2.665 -3.743 0.000
H 2.282 -1.687 4.318 0.003
H 2.251 -2.282 1.910 0.001
H -8.295 1.296 -2.243 0.002
```

- What is the energy in the second record?
  -4226.1262 a.u.